No. 1
This record from the OMol25 dataset describes C26H29BiN10SSe2 as an isolated structure. The level of theory is ωB97M-V/def2-TZVPD.

Structure (ORCA input):
```
! wB97M-V def2-TZVPD RIJCOSX def2/J DEFGRID3
* xyz 2 1
Bi -0.726 0.179 -0.632
C -2.134 -3.005 3.416
N -1.590 -3.311 2.086
C -0.900 -4.474 1.761
C -0.644 -4.436 0.451
N -1.192 -3.246 -0.045
C -1.760 -2.551 0.994
S -2.495 -1.000 1.022
C -1.427 -3.045 -1.448
C -1.466 -4.137 -2.295
C -1.738 -3.926 -3.636
C -2.018 -2.646 -4.081
C -1.966 -1.616 -3.166
N -1.642 -1.809 -1.873
H -1.556 -3.541 4.164
H -3.174 -3.314 3.475
H -2.078 -1.936 3.595
H -0.644 -5.219 2.496
H -0.093 -5.128 -0.165
H -1.325 -5.141 -1.920
H -1.756 -4.765 -4.321
H -2.278 -2.448 -5.113
H -2.193 -0.594 -3.453
Se 3.726 -1.331 -1.545
Se 1.651 -1.308 -2.567
C 1.456 0.505 -3.192
C 2.332 1.068 -4.101
C 1.995 2.283 -4.677
C 0.789 2.885 -4.348
C -0.019 2.278 -3.409
N 0.315 1.110 -2.824
C 3.264 -1.803 0.286
C 4.247 -2.491 0.988
C 3.988 -2.873 2.292
C 2.769 -2.545 2.861
C 1.858 -1.856 2.086
N 2.080 -1.487 0.811
H 3.248 0.557 -4.362
H 2.658 2.743 -5.400
H 0.477 3.811 -4.812
H -0.964 2.716 -3.108
H 5.195 -2.725 0.516
H 4.728 -3.431 2.854
H 2.538 -2.810 3.886
H 0.895 -1.568 2.501
C 0.175 3.248 0.078
N -0.585 2.179 0.824
C -1.863 2.816 1.327
N -1.578 3.957 2.166
C -0.820 4.952 1.395
N 0.457 4.388 0.916
C 1.245 3.947 2.077
N 0.514 2.944 2.866
C 0.233 1.802 2.030
C -0.762 3.532 3.311
H -0.436 3.561 -0.770
H 1.111 2.816 -0.290
H -2.418 2.066 1.892
H -2.454 3.119 0.464
H -0.612 5.811 2.028
H -1.413 5.280 0.541
H 1.466 4.806 2.707
H 2.185 3.518 1.730
H -0.338 1.064 2.599
H 1.167 1.351 1.686
H -0.553 4.395 3.941
H -1.314 2.797 3.896
N -3.363 1.810 -1.961
C -2.475 1.223 -1.501
*
```

Output
* energy: -6970.8986 Ha
* HOMO-LUMO gap: 7.882 eV
* highest occupied orbital energy: -13.689 eV
* E_LUMO: -5.8 eV

No. 2
This record from the OMol25 dataset describes one molecule with the formula C2H7N3O. The level of theory is ωB97M-V/def2-TZVPD.

Structure (ORCA input):
```
! wB97M-V def2-TZVPD RIJCOSX def2/J DEFGRID3
* xyz 0 1
C 0.009 -1.209 -1.044
N -0.817 -0.306 -0.245
C -0.151 0.736 0.415
N 0.924 0.343 1.443
O -1.790 0.286 -1.116
N -0.302 1.964 0.453
H -1.656 1.247 -0.962
H 1.801 -0.025 1.076
H 0.600 -0.230 2.224
H 0.764 1.555 1.474
H 0.568 -0.679 -1.824
H 0.696 -1.741 -0.384
H -0.646 -1.941 -1.512
*
```

Output
* energy: -319.7535 Ha
* HOMO-LUMO gap: 9.037 eV
* highest occupied orbital energy: -8.609 eV
* E_LUMO: 0.4 eV

No. 3
This record from the OMol25 dataset describes a 5-piece molecular cluster, C10H20Br10 overall. The level of theory is ωB97M-V/def2-TZVPD.

Structure (ORCA input):
```
! wB97M-V def2-TZVPD RIJCOSX def2/J DEFGRID3
* xyz 0 1
Br 8.968 6.717 6.365
C 7.511 8.061 6.180
C 7.221 8.793 7.459
Br 5.574 9.767 6.977
H 6.655 7.496 5.878
H 7.832 8.788 5.395
H 7.859 9.539 7.798
H 7.081 8.112 8.304
Br 10.769 12.542 15.004
C 11.690 11.132 13.989
C 11.750 11.424 12.507
Br 13.088 10.223 11.708
H 11.133 10.198 14.121
H 12.696 11.112 14.372
H 12.052 12.431 12.350
H 10.864 11.233 11.914
Br 11.455 6.646 9.119
C 9.787 7.022 10.073
C 8.876 5.774 10.266
Br 7.758 6.235 11.784
H 9.193 7.690 9.456
H 9.998 7.452 11.137
H 9.494 4.931 10.386
H 8.275 5.647 9.374
Br 15.940 5.934 9.594
C 15.770 6.542 7.765
C 14.568 6.221 6.938
Br 15.182 6.990 5.224
H 16.592 6.005 7.372
H 16.032 7.608 7.822
H 13.779 6.895 7.314
H 14.361 5.159 6.820
Br 13.261 9.560 6.475
C 11.379 9.853 7.056
C 11.438 11.126 7.863
Br 9.682 11.632 8.592
H 11.090 9.029 7.738
H 10.723 9.685 6.183
H 11.834 11.997 7.393
H 12.123 11.031 8.712
*
```

Output
* energy: -26133.1401 Ha
* HOMO-LUMO gap: 10.288 eV
* highest occupied orbital energy: -10.062 eV
* E_LUMO: 0.2 eV
* SMILES: BrCCBr.BrCCBr.BrCCBr.BrCCBr.BrCCBr

No. 4
This record from the OMol25 dataset describes one molecule with the formula C3H7N. The level of theory is ωB97M-V/def2-TZVPD.

Structure (ORCA input):
```
! wB97M-V def2-TZVPD RIJCOSX def2/J DEFGRID3
* xyz 0 1
C 1.751 0.111 0.626
C 0.683 -0.254 -0.025
N -0.488 0.461 -0.019
C -1.686 -0.289 -0.497
H 1.825 1.125 1.119
H 2.805 -0.235 0.574
H 0.598 -1.297 -0.253
H -0.297 1.569 0.031
H -1.937 -1.240 0.010
H -2.712 0.182 -0.462
H -1.361 -0.741 -1.506
*
```

Output
* energy: -173.1768 Ha
* HOMO-LUMO gap: 9.008 eV
* highest occupied orbital energy: -7.835 eV
* E_LUMO: 1.2 eV
* SMILES: C=CNC

No. 5
This record from the OMol25 dataset describes C2H8N3S2 as an isolated structure. The level of theory is ωB97M-V/def2-TZVPD.

Structure (ORCA input):
```
! wB97M-V def2-TZVPD RIJCOSX def2/J DEFGRID3
* xyz 1 1
C -1.541 0.272 -0.343
C 0.436 -0.484 0.691
N -2.277 0.493 -1.490
N -0.414 -0.487 -0.327
N 1.563 -1.247 0.541
S -2.005 1.050 1.047
S 1.210 1.816 0.652
H 0.072 -0.144 1.721
H -2.163 0.227 -2.525
H -3.164 0.991 -1.433
H 0.048 -0.449 -1.292
H 1.110 2.070 1.962
H 1.717 -1.768 -0.296
H 2.166 -1.600 1.328
H 2.455 1.717 0.531
*
```

Output
* energy: -1041.3620 Ha
* HOMO-LUMO gap: 8.391 eV
* highest occupied orbital energy: -12.671 eV
* E_LUMO: -4.3 eV

No. 6
This record from the OMol25 dataset describes a 7-piece molecular cluster, C18H37Cl2NO17 overall. The level of theory is ωB97M-V/def2-TZVPD.

Structure (ORCA input):
```
! wB97M-V def2-TZVPD RIJCOSX def2/J DEFGRID3
* xyz 0 1
Cl 5.575 5.918 2.014
C 5.391 4.985 0.506
C 5.027 6.025 -0.583
Cl 5.076 5.280 -2.305
H 4.726 4.129 0.616
H 6.392 4.589 0.335
H 5.643 6.924 -0.534
H 3.976 6.195 -0.351
C 0.702 -4.388 2.610
N 0.160 -4.855 1.283
O 0.909 -4.835 0.317
O -1.075 -5.150 1.205
H 1.566 -5.016 2.825
H 0.049 -4.420 3.482
H 0.983 -3.348 2.447
C -10.177 4.931 -8.966
O -9.301 5.638 -8.096
C -8.413 5.022 -7.334
O -8.301 3.826 -7.147
O -7.642 5.977 -6.822
C -6.543 5.533 -6.082
H -10.572 3.989 -8.584
H -9.733 4.539 -9.881
H -10.861 5.673 -9.378
H -6.402 6.185 -5.220
H -5.714 5.758 -6.753
H -6.446 4.476 -5.834
C -0.921 1.568 -1.968
O -0.635 2.534 -0.970
C -0.803 2.051 0.282
O -1.281 0.942 0.584
O -0.263 2.906 1.077
C -0.504 2.869 2.517
H -0.619 0.546 -1.741
H -0.319 1.852 -2.831
H -2.001 1.537 -2.106
H 0.287 3.458 2.980
H -0.340 1.838 2.830
H -1.432 3.265 2.929
C 5.720 -2.363 -0.562
O 6.397 -2.921 0.553
C 6.171 -2.567 1.801
O 5.434 -1.665 2.175
O 6.815 -3.417 2.601
C 6.679 -3.323 4.047
H 4.646 -2.545 -0.522
H 5.867 -2.769 -1.563
H 5.850 -1.294 -0.729
H 5.970 -4.044 4.454
H 6.496 -2.288 4.336
H 7.662 -3.447 4.500
C -5.322 -4.213 -4.512
O -5.781 -5.253 -5.325
C -5.506 -5.381 -6.577
O -4.978 -4.558 -7.284
O -5.880 -6.690 -6.960
C -5.436 -7.238 -8.233
H -5.232 -3.223 -4.959
H -4.283 -4.503 -4.355
H -5.800 -4.333 -3.539
H -4.348 -7.186 -8.278
H -5.853 -6.707 -9.088
H -5.764 -8.278 -8.260
C 5.509 -0.432 12.831
O 4.685 -0.716 11.741
C 4.557 0.233 10.752
O 5.084 1.342 10.663
O 3.728 -0.293 9.913
C 3.461 0.441 8.645
H 5.422 -1.223 13.575
H 5.318 0.492 13.376
H 6.536 -0.312 12.488
H 2.444 0.087 8.473
H 4.067 0.110 7.802
H 3.500 1.530 8.664
*
```

Output
* energy: -2962.0877 Ha
* HOMO-LUMO gap: 10.588 eV
* highest occupied orbital energy: -10.636 eV
* E_LUMO: 0.0 eV
* SMILES: C[N+](=O)[O-].COC(=O)OC.COC(=O)OC.COC(=O)OC.COC(=O)OC.COC(=O)OC.ClCCCl